Entry 1:
DFT (wB97M-V/def2-TZVPD) results for the molecule C5H6O.

For the energy above the lowest of the compared OMol25 structures with the same formula, charge and spin, the calculation gives 41.0 kcal/mol. The value obtained for the molecular weight is 82.10 g mol⁻¹. The calculation puts the largest force on an atom at 0.619 eV Å⁻¹. As for the spin multiplicity: 1. Its electronic energy is -7327.5050 eV.

XYZ file:
```
12
Properties=species:S:1:pos:R:3:forces:R:3
C 2.3154 -0.4068 0.2336 0.1 0.0 0.0
C 0.9671 0.1411 0.3373 -0.4 0.3 0.1
C -0.1488 0.5940 0.4007 0.6 -0.2 -0.1
C -1.5700 0.8418 0.1477 -0.1 0.0 0.1
C -1.9299 -0.4036 -0.6510 -0.2 -0.3 0.1
O -2.5514 -1.3294 -0.1981 0.1 0.4 -0.3
H 2.8711 -0.2637 1.1636 0.0 0.0 -0.1
H 2.8610 0.0805 -0.5802 0.0 -0.1 0.1
H 2.2734 -1.4803 0.0200 0.0 0.2 0.1
H -1.6982 1.7588 -0.4397 0.0 -0.2 0.0
H -2.1889 0.8902 1.0473 0.2 0.0 -0.1
H -1.4698 -0.4396 -1.6608 -0.2 0.0 0.1
```
Positions in Å, forces in eV/Å.



Entry 2:
DFT (wB97M-V/def2-TZVPD) results for a structure of composition C5H6O at a distorted geometry.

For the energy above the lowest of the compared OMol25 structures with the same formula, charge and spin, the calculation gives 85.8 kcal/mol. The value obtained for the molecular weight is 82.10 g mol⁻¹. The calculation puts the largest force on an atom at 1.782 eV Å⁻¹. As for the spin multiplicity: 1. Its electronic energy is -7325.5624 eV.

XYZ file:
```
12
Properties=species:S:1:pos:R:3:forces:R:3
O 1.8381 -1.6275 1.1099 -0.9 0.2 -1.3
C 0.9894 -1.1181 0.4515 0.4 1.6 0.1
C 0.6885 -0.1087 -1.2341 0.1 -0.9 0.9
C 0.0930 0.7985 -0.2135 -1.7 0.5 0.2
C -1.3886 0.2122 0.3303 0.7 0.6 -1.1
C -0.0893 -0.0938 0.9540 0.9 -0.8 0.5
H 1.2794 0.3815 -2.0463 0.2 -0.7 1.0
H 0.0328 -0.8501 -1.6749 -0.4 0.3 -0.2
H 0.5290 1.7933 -0.1061 -0.6 -0.2 0.1
H -1.7905 -0.3328 -0.5103 0.1 -0.4 0.2
H -2.1912 0.6142 0.9878 1.0 0.3 -0.6
H 0.0092 0.3314 1.9517 0.1 -0.5 0.1
```
Positions in Å, forces in eV/Å.



Entry 3:
DFT (wB97M-V/def2-TZVPD) results for the molecule C5H6O.

For the energy above the lowest of the compared OMol25 structures with the same formula, charge and spin, the calculation gives 41.7 kcal/mol. The value obtained for the molecular weight is 82.10 g mol⁻¹. The calculation puts the largest force on an atom at 0.534 eV Å⁻¹. As for the spin multiplicity: 1. Its electronic energy is -7327.4766 eV.

XYZ file:
```
12
Properties=species:S:1:pos:R:3:forces:R:3
C 2.8385 0.2076 0.1248 -0.4 0.2 0.0
C 1.6766 0.2742 -0.1829 0.5 -0.1 0.1
C 0.2616 0.1462 -0.5345 0.0 -0.1 -0.1
C -0.5928 -0.1259 0.7079 0.0 0.0 0.0
C -2.0649 -0.2528 0.4125 -0.1 0.1 -0.3
O -2.5637 -0.0383 -0.6664 0.2 -0.1 0.4
H 3.8632 0.1871 0.4185 -0.1 0.0 -0.1
H 0.2072 -0.6904 -1.2387 -0.3 0.0 0.1
H -0.1294 1.0163 -1.0727 0.2 -0.1 0.1
H -0.2553 -1.0312 1.2291 -0.1 0.1 -0.1
H -0.4811 0.6847 1.4435 0.0 -0.1 -0.1
H -2.6955 -0.5516 1.2784 0.1 0.0 -0.1
```
Positions in Å, forces in eV/Å.



Entry 4:
DFT (wB97M-V/def2-TZVPD) results for a cluster of 2 separate species, C5H6O2 in total.

For the energy above the lowest of the compared OMol25 structures with the same formula, charge and spin, the calculation gives 100.6 kcal/mol. The value obtained for the molecular weight is 98.10 g mol⁻¹. The calculation puts the largest force on an atom at 0.407 eV Å⁻¹. As for the spin multiplicity: 1. Its electronic energy is -9372.7332 eV.

XYZ file:
```
13
Properties=species:S:1:pos:R:3:forces:R:3
O 2.8090 -1.8385 -0.4842 -0.4 0.0 0.2
C 1.6925 -1.6243 -0.0661 0.3 -0.1 0.0
C 1.3634 -0.5384 0.8661 -0.1 -0.1 0.2
C 0.0968 -0.2047 1.0653 -0.1 0.2 -0.2
C -1.0716 0.2726 0.9509 0.3 0.1 -0.2
C -1.8326 1.0925 0.2210 0.0 0.0 0.3
O -2.6107 0.7296 -0.8030 0.0 -0.2 0.1
H 0.8229 -2.2295 -0.4023 0.1 0.1 0.0
H 2.1698 0.0828 1.2454 0.0 -0.2 0.1
H -1.8965 2.1587 0.4233 -0.1 -0.2 0.1
H -2.4455 -0.2054 -1.0027 -0.1 0.1 0.0
H 0.1381 1.3352 -1.0944 0.2 0.1 -0.2
H 0.7645 0.9696 -0.9193 0.0 0.2 -0.3
```
Positions in Å, forces in eV/Å.



Entry 5:
DFT (wB97M-V/def2-TZVPD) results for the molecule C5H6O2.

For the energy above the lowest of the compared OMol25 structures with the same formula, charge and spin, the calculation gives 42.4 kcal/mol. The value obtained for the molecular weight is 98.10 g mol⁻¹. The calculation puts the largest force on an atom at 0.537 eV Å⁻¹. As for the spin multiplicity: 1. Its electronic energy is -9375.2549 eV.

XYZ file:
```
13
Properties=species:S:1:pos:R:3:forces:R:3
C -0.8008 2.3643 0.1751 0.1 -0.5 0.0
C -0.5095 1.1983 0.2321 -0.1 0.5 0.0
C -0.1352 -0.2222 0.2715 -0.1 0.0 0.1
C -1.3054 -1.1543 -0.0003 0.0 0.0 0.0
O 0.8458 -0.4690 -0.7610 0.1 0.0 0.0
C 2.1221 -0.2305 -0.4279 0.2 0.1 0.3
O 2.5224 0.0879 0.6596 -0.2 -0.1 -0.5
H -1.0436 3.4031 0.1217 0.0 -0.2 0.0
H 0.3268 -0.4438 1.2384 -0.1 0.0 -0.1
H -1.7211 -0.9647 -0.9934 0.1 0.0 0.1
H -2.0887 -0.9966 0.7463 0.1 0.0 -0.1
H -0.9684 -2.1935 0.0518 0.0 0.2 0.0
H 2.7556 -0.3790 -1.3140 0.0 0.0 0.1
```
Positions in Å, forces in eV/Å.



Entry 6:
DFT (wB97M-V/def2-TZVPD) results for the molecule C5H6O2 at a distorted geometry.

For the energy above the lowest of the compared OMol25 structures with the same formula, charge and spin, the calculation gives 75.4 kcal/mol. The value obtained for the molecular weight is 98.10 g mol⁻¹. The calculation puts the largest force on an atom at 4.325 eV Å⁻¹. As for the spin multiplicity: 1. Its electronic energy is -9373.8262 eV.

XYZ file:
```
13
Properties=species:S:1:pos:R:3:forces:R:3
C -0.1319 1.0870 0.6910 -0.5 1.6 -0.9
C 0.7216 -0.1400 1.0121 2.5 1.0 1.6
O 1.6127 -0.2805 -0.1997 -0.3 -0.7 2.8
C 0.6235 -0.5058 -1.0948 -1.4 1.5 -3.8
C -0.5122 0.4767 -0.6847 -2.4 1.1 -2.1
C -0.6418 -0.9537 -0.3891 -0.8 -2.4 -0.4
O -0.2300 -1.1307 0.9205 0.6 -2.0 1.4
H -1.1088 1.0400 1.2014 0.8 0.1 0.5
H 0.3086 2.1584 0.8246 -0.5 -2.2 -0.8
H 1.4178 -0.1904 1.9525 -1.7 0.0 -1.8
H 0.9806 -0.5724 -2.1784 -0.8 -0.3 1.8
H -1.4741 0.5904 -1.3388 2.3 1.3 0.9
H -1.5660 -1.5790 -0.7167 2.2 1.0 0.6
```
Positions in Å, forces in eV/Å.



Entry 7:
DFT (wB97M-V/def2-TZVPD) results for the molecule C5H6O2.

For the energy above the lowest of the compared OMol25 structures with the same formula, charge and spin, the calculation gives 86.6 kcal/mol. The value obtained for the molecular weight is 98.10 g mol⁻¹. The calculation puts the largest force on an atom at 0.652 eV Å⁻¹. As for the spin multiplicity: 1. Its electronic energy is -9373.3424 eV.

XYZ file:
```
13
Properties=species:S:1:pos:R:3:forces:R:3
C 0.2771 -0.2465 -1.8947 0.0 0.0 0.0
C 0.3136 -0.6931 -0.4479 0.1 0.0 -0.1
O -0.9581 -0.4905 0.1431 -0.1 0.1 0.1
C -1.1467 0.2425 1.2552 -0.4 0.0 0.1
O -2.2459 0.4036 1.7091 0.5 -0.1 -0.2
C 0.0715 0.8425 1.8946 0.5 0.0 -0.2
C 1.3361 0.8040 1.5604 -0.6 0.0 0.1
H 0.0114 0.8131 -1.9538 0.1 -0.1 0.0
H 1.2576 -0.3915 -2.3596 -0.2 0.0 0.1
H -0.4667 -0.8250 -2.4501 0.1 0.1 0.1
H 1.1123 -0.1253 0.0854 0.0 0.0 0.0
H -0.1281 1.4184 2.8001 0.0 0.0 0.0
H 0.5659 -1.7524 -0.3419 0.0 0.1 0.0
```
Positions in Å, forces in eV/Å.



Entry 8:
DFT (wB97M-V/def2-TZVPD) results for the molecule C5H6O2.

For the energy above the lowest of the compared OMol25 structures with the same formula, charge and spin, the calculation gives 47.7 kcal/mol. The value obtained for the molecular weight is 98.10 g mol⁻¹. The calculation puts the largest force on an atom at 0.732 eV Å⁻¹. As for the spin multiplicity: 1. Its electronic energy is -9375.0284 eV.

XYZ file:
```
13
Properties=species:S:1:pos:R:3:forces:R:3
C -0.2878 -1.1962 -2.0726 0.1 0.3 0.5
C -0.0600 -0.7128 -0.9920 -0.1 -0.4 -0.6
C 0.3335 -0.1828 0.3251 0.1 -0.1 -0.1
C 1.6546 0.5651 0.2320 0.1 0.0 0.0
O -0.6036 0.7516 0.8804 -0.1 0.1 0.1
C -1.9114 0.4376 0.8895 -0.4 0.1 0.4
O -2.6884 1.0057 1.6058 0.4 -0.3 -0.5
H -0.4932 -1.6065 -3.0391 0.0 0.1 0.2
H 0.4283 -1.0164 1.0349 0.0 0.1 -0.2
H 1.5898 1.3328 -0.5444 0.0 -0.1 0.2
H 2.4571 -0.1313 -0.0273 -0.1 0.1 0.1
H 1.8642 1.0413 1.1942 0.0 -0.1 -0.2
H -2.1840 -0.3645 0.1799 0.0 0.1 0.1
```
Positions in Å, forces in eV/Å.



Entry 9:
DFT (wB97M-V/def2-TZVPD) results for a cluster of 2 separate species, C5H6O2 in total at a distorted geometry.

For the energy above the lowest of the compared OMol25 structures with the same formula, charge and spin, the calculation gives 51.3 kcal/mol. The value obtained for the molecular weight is 98.10 g mol⁻¹. The calculation puts the largest force on an atom at 1.376 eV Å⁻¹. As for the spin multiplicity: 1. Its electronic energy is -9374.8712 eV.

XYZ file:
```
13
Properties=species:S:1:pos:R:3:forces:R:3
O 1.8451 0.9564 -0.9698 -0.1 0.2 0.2
C 1.2117 -0.2410 -1.0702 -0.2 -0.4 0.0
C 0.2209 -0.6775 -0.3137 0.2 0.1 -0.1
C -0.6876 -0.4765 0.8234 -0.1 0.1 0.1
C -0.7046 -1.7662 0.0005 -0.1 -0.2 -0.1
C -0.1939 2.7416 0.5908 -1.2 0.6 0.4
O -1.1788 3.1872 0.9304 1.1 -0.5 -0.4
H 1.6222 -0.8426 -1.8761 -0.1 0.1 0.1
H -1.5389 0.1948 0.7141 0.1 -0.1 0.0
H -0.2873 -0.5288 1.8356 0.0 0.0 -0.2
H -1.5643 -1.9331 -0.6467 0.1 0.1 0.1
H -0.3201 -2.6684 0.4735 0.0 0.2 -0.1
H 1.3951 1.4861 -0.2935 0.1 -0.1 -0.1
```
Positions in Å, forces in eV/Å.



Entry 10:
DFT (wB97M-V/def2-TZVPD) results for the molecule C5H6O2.

For the energy above the lowest of the compared OMol25 structures with the same formula, charge and spin, the calculation gives 122.8 kcal/mol. The value obtained for the molecular weight is 98.10 g mol⁻¹. The calculation puts the largest force on an atom at 0.584 eV Å⁻¹. As for the spin multiplicity: 1. Its electronic energy is -9371.7716 eV.

XYZ file:
```
13
Properties=species:S:1:pos:R:3:forces:R:3
C -0.9775 -1.0501 0.0613 0.0 0.0 0.1
C -0.1649 0.1775 -0.2256 -0.2 0.0 0.1
O 1.0155 0.0118 -0.9397 -0.1 0.1 0.0
C 1.9134 -0.9162 -0.5248 0.1 -0.3 0.3
O 1.8440 -1.5536 0.4860 0.1 0.3 -0.5
C -0.5443 1.4708 0.0965 -0.3 0.0 -0.3
C -1.3599 2.4724 0.2014 0.3 -0.2 0.0
H -0.9164 -1.7390 -0.7932 0.1 0.2 0.2
H -2.0192 -0.7572 0.2160 0.2 0.0 0.0
H -0.6160 -1.5886 0.9401 -0.1 0.1 -0.1
H 0.3969 1.2414 0.7976 0.1 -0.2 0.2
H 2.7187 -0.9639 -1.2695 -0.1 -0.1 0.1
H -1.2966 3.1653 1.0355 0.0 -0.1 0.0
```
Positions in Å, forces in eV/Å.